*P*
# C2H2F3I

A single C2H2F3I molecule (wB97M-V/def2-TZVPD, OMol25).

SMILES string: FCC(F)(F)I
LUMO energy: 0.04 eV
total charge: 0
HOMO energy: -10.3 eV

Each line ends with the natural charge from an NBO analysis.
Element x y z (Å)
C -0.74476 0.35472 -0.00338  -0.0353
C 0.57229 -0.40981 0.00363  0.5969
F -1.79080 -0.51519 -0.01884  -0.3392
F 0.69182 -1.18997 1.08234  -0.3249
F 0.69587 -1.20461 -1.06344  -0.3243
I 2.21027 1.02558 -0.00165  0.0405
H -0.80976 0.97636 -0.90226  0.1930
H -0.82493 0.96292 0.90359  0.1933

=====

*Q*
# C2H2F3I

2 unconnected molecules or ions with the total composition C2H2F3I (wB97M-V/def2-TZVPD, OMol25).

LUMO energy (spin up / spin down): -0.41 / 0.15 eV
total charge: 0
HOMO energy (spin up / spin down): -8.8 / -8.5 eV

Each line ends with the natural charge from an NBO analysis.
Element x y z (Å)
C 1.12022 1.30228 0.71934  0.0936
C -0.88090 -1.04888 -0.51861  0.4977
F 0.07649 2.10569 0.90458  -0.3352
F -0.53239 -1.68801 0.65212  -0.3480
F -2.08814 -0.66229 -0.46208  -0.3029
I -0.18991 -1.67178 -2.34374  0.1530
H 1.33556 1.12872 -0.31774  0.1215
H 1.15907 0.53427 1.36614  0.1203

=====

Which structure is the least stable? The one labeled *Q*.

=====

*P*
# C3H5NO2S

2 unconnected molecules or ions with the total composition C3H5NO2S (wB97M-V/def2-TZVPD, OMol25).

LUMO energy: -0.90 eV
total charge: 0
HOMO energy: -9.4 eV

Each line ends with the natural charge from an NBO analysis.
Element x y z (Å)
C 0.78943 -0.96910 -1.48160  -0.2602
C -0.55507 -0.33210 -1.07933  -0.1773
C -0.31016 1.15588 1.90531  0.5291
H 1.47802 -1.38930 -0.24748  0.1676
H -0.47936 0.70499 -1.18702  0.2191
H -1.41957 -0.81425 -1.57123  0.2248
H 0.76230 -0.38308 1.16299  0.3724
H -1.24408 1.79573 1.54061  0.1043
N 0.08956 0.27155 0.91667  -0.3788
O -0.95302 -0.53612 0.30996  -0.3703
O 0.40108 1.59123 2.73808  -0.5359
S 1.44085 -1.09543 -3.00696  0.1051

=====

*Q*
# C3H5NO2S

A single C3H5NO2S molecule (wB97M-V/def2-TZVPD, OMol25).

SMILES string: O=C(NS)[C@H]1CO1
LUMO energy: -0.33 eV
total charge: 0
HOMO energy: -10.1 eV

Each line ends with the natural charge from an NBO analysis.
Element x y z (Å)
C 0.02457 0.90105 -0.16427  0.6666
C -0.38805 -0.63950 -0.40004  -0.0979
C -1.48788 -0.66796 0.71866  -0.1044
H 2.02358 -0.48992 -1.61367  0.1395
H 2.02187 1.92281 0.03409  0.4138
H 0.06234 -1.52902 -0.32257  0.2311
H -1.61199 0.25405 1.42310  0.1937
H -1.88338 -1.43817 1.34257  0.2017
N 1.42455 0.97492 0.49881  -0.7422
O -0.83924 1.78226 -0.50515  -0.5253
O -1.87369 -0.62017 -0.78559  -0.4651
S 2.52732 -0.45034 -0.22596  0.0887

=====

*R*
# C3H5NO2S

A single C3H5NO2S molecule (wB97M-V/def2-TZVPD, OMol25).

SMILES string: CN(C=O)OC=S
LUMO energy: -0.10 eV
total charge: 0
HOMO energy: -9.4 eV

Each line ends with the natural charge from an NBO analysis.
Element x y z (Å)
C 1.43216 -0.39174 0.20939  -0.4335
C -1.42860 0.53610 1.25630  0.0066
C -0.19819 0.02450 -1.64035  0.5260
H 2.13293 0.05032 -0.46141  0.2408
H 1.50914 -1.49258 0.29208  0.2075
H 1.57452 0.00537 1.21052  0.2059
H -0.73195 1.44824 1.21383  0.2070
H -1.24337 0.02389 -1.80163  0.1347
N 0.10876 0.07228 -0.25119  -0.1995
O -0.97018 -0.42826 0.44219  -0.3485
O 0.63844 -0.11332 -2.49937  -0.5485
S -2.82366 0.26521 2.02964  0.0016

=====

*S*
# C3H5NO2S

A single C3H5NO2S molecule (wB97M-V/def2-TZVPD, OMol25).

SMILES string: O=C1CSCN1O
LUMO energy: 0.41 eV
total charge: 0
HOMO energy: -9.1 eV

Each line ends with the natural charge from an NBO analysis.
Element x y z (Å)
C 1.04988 0.61798 -0.80261  0.5987
C 0.21663 -0.41927 -1.54666  -0.6283
C -0.67623 -0.45811 0.82629  -0.4350
N 0.76270 0.58239 0.53623  -0.1503
O 1.91456 1.30234 -1.31685  -0.5889
O 0.95911 1.63631 1.31371  -0.5101
S -0.40569 -1.70804 -0.40540  0.2765
H -0.54488 0.29019 -2.08717  0.2451
H 0.77744 -1.03244 -2.36459  0.2622
H -0.60116 -0.92720 1.92955  0.2342
H -1.54247 0.30686 0.77014  0.2236
H 0.94029 1.33317 2.21585  0.4722

=====

Which structure is the least stable? The one labeled *Q*.

=====

*P*
# C3H5NO2S

A molecular structure, C3H5NO2S (wB97M-V/def2-TZVPD, OMol25).

LUMO energy: 0.26 eV
total charge: 0
HOMO energy: -9.3 eV

Each line ends with the natural charge from an NBO analysis.
Element x y z (Å)
C 2.21262 -1.08717 1.37801  -0.1324
C -0.49307 -0.03966 -1.19929  -0.3334
C -1.98652 1.42454 -0.03681  0.6336
H 3.27687 -0.11053 1.14803  0.2155
H 2.26252 -2.14955 2.32579  0.2376
H -0.68518 -0.01777 -2.26773  0.2258
H -0.88009 -0.93290 -0.78480  0.2676
H -2.61680 2.60544 -0.10686  0.1542
N 1.10012 -1.26648 0.59784  -0.5237
O -0.80175 1.30638 -0.64612  -0.5279
O -2.53349 0.42189 0.59674  -0.6119
S 1.14479 -0.15420 -1.00481  0.3949

=====

*Q*
# C3H5NO2S

A single C3H5NO2S molecule (wB97M-V/def2-TZVPD, OMol25).

SMILES string: CO/C=N/SC=O
LUMO energy: 0.51 eV
total charge: 0
HOMO energy: -8.6 eV

Each line ends with the natural charge from an NBO analysis.
Element x y z (Å)
C 2.21551 -0.60062 0.06601  -0.2651
C -0.08766 -0.48583 -0.43530  0.4686
C -2.49937 0.71241 0.33907  0.1709
H 3.00114 -1.21459 0.13350  0.1933
H 2.19679 -0.06247 1.00934  0.2003
H 2.30072 0.24286 -0.70349  0.2158
H -0.97013 -0.96125 -0.72065  0.1698
H -3.56005 1.16762 0.61658  0.1619
N 0.03139 0.84392 -0.52930  -0.7453
O 0.92115 -1.24438 -0.28673  -0.4543
O -2.16676 -0.19366 1.11224  -0.5596
S -1.38275 1.79599 -0.60126  0.4437

=====

Which structure is the least stable? The one labeled *P*.

=====

*P*
# C45H47N4P2SiY

A molecular structure, C45H47N4P2SiY (wB97M-V/def2-TZVPD, OMol25).

LUMO energy: -0.06 eV
total charge: 0
HOMO energy: -5.7 eV

Each line ends with the Löwdin charge.
Element x y z (Å)
Y 0.55688 -1.05577 -2.15522  1.1672
N -1.70213 1.47381 -4.09360  0.1358
C -2.42356 0.40590 -3.59197  -0.2957
C -3.82241 0.48275 -3.68990  -0.0067
C -4.57971 -0.57787 -3.25770  -0.0472
C -3.94369 -1.70742 -2.74627  -0.0534
C -2.57356 -1.68644 -2.67301  -0.1451
N -1.81440 -0.64749 -3.06444  0.0494
C -0.35221 1.79298 -4.14263  -0.2888
C -0.01993 2.93384 -4.88881  -0.0135
C 1.29135 3.33297 -4.95609  -0.0553
C 2.25756 2.60147 -4.27179  -0.0554
C 1.85059 1.49778 -3.56282  -0.1290
N 0.56633 1.07667 -3.50181  0.0538
H -2.28251 2.17247 -4.52508  0.1324
H -4.28777 1.36884 -4.10283  0.1144
H -5.65898 -0.53314 -3.32147  0.1146
H -4.49822 -2.56825 -2.40358  0.1119
H -2.02760 -2.54001 -2.28178  0.0851
H -0.79801 3.48346 -5.40311  0.1143
H 1.56169 4.20889 -5.53136  0.1134
H 3.30016 2.88319 -4.28239  0.1098
H 2.54342 0.90125 -2.97465  0.0814
C -0.32412 -4.34999 -0.72149  -0.2043
Si 0.86375 -4.58807 -2.18917  0.3377
C 2.60324 -4.63056 -1.49507  -0.1800
C 0.47962 -6.28492 -2.91726  -0.2012
C 0.67220 -3.17092 -3.34161  -0.4144
H -0.18967 -5.12619 0.03634  0.0323
H -1.37473 -4.37572 -1.03027  0.0130
H -0.13310 -3.38822 -0.22367  -0.0104
H 2.72084 -5.41860 -0.74643  0.0309
H 2.87080 -3.67737 -1.03346  0.0038
H 3.32576 -4.82045 -2.29340  0.0313
H 0.60891 -7.08652 -2.18494  0.0218
H 1.14518 -6.48824 -3.75989  0.0231
H -0.54669 -6.33201 -3.29190  0.0190
H -0.21023 -3.29621 -3.98727  -0.0344
H 1.54880 -3.12680 -4.00332  -0.0293
N 2.22227 -0.67646 -1.06342  -0.2264
C 3.15733 -0.82870 -0.10096  -0.4808
C 2.99906 -1.76110 0.96293  -0.1136
C 3.94796 -1.92400 1.95610  -0.1435
C 5.11173 -1.16062 1.96996  -0.1440
C 5.29613 -0.23118 0.95010  -0.1252
C 4.35454 -0.06569 -0.04994  -0.0726
H 2.10575 -2.37946 0.95441  0.0846
H 3.78224 -2.66541 2.73169  0.1018
H 5.85522 -1.29410 2.74518  0.0843
H 6.19591 0.37495 0.93545  0.0907
H 4.52161 0.66225 -0.83777  0.0851
C 0.10206 -0.24324 1.86492  -0.5158
P -0.80143 -0.12628 0.27711  0.9865
C -2.55185 -0.37007 0.73698  -0.3769
C -3.00730 -1.68579 0.64826  -0.1161
C -4.29324 -2.02163 1.04492  -0.0794
C -5.14882 -1.03844 1.51896  -0.0801
C -4.70545 0.27376 1.61453  -0.0724
C -3.41236 0.60484 1.23825  -0.1195
C -0.59667 1.60785 -0.26417  -0.3685
C 0.70556 2.11529 -0.32320  -0.1237
C 0.94343 3.37493 -0.84788  -0.0809
C -0.10716 4.14687 -1.32534  -0.0866
C -1.39900 3.64433 -1.28747  -0.0888
C -1.64133 2.37786 -0.77304  -0.1065
P -0.69727 0.34227 3.42398  1.0419
C -0.78713 2.16070 3.17133  -0.3861
C 0.32642 2.93962 2.86290  -0.0883
C 0.20109 4.30699 2.68428  -0.0786
C -1.04047 4.91688 2.82152  -0.0862
C -2.15280 4.15595 3.14572  -0.0858
C -2.02316 2.78310 3.31886  -0.1337
C 0.75273 0.28379 4.55157  -0.3856
C 0.54594 0.75638 5.85025  -0.1161
C 1.57406 0.75812 6.77621  -0.0918
C 2.82810 0.27076 6.42413  -0.0906
C 3.04052 -0.21218 5.14413  -0.0715
C 2.00966 -0.20680 4.21043  -0.0827
H 1.08674 0.19428 1.68415  0.0323
H 0.28698 -1.31202 2.01319  0.0460
H -2.34465 -2.45864 0.27223  0.0758
H -4.62513 -3.05036 0.98178  0.1063
H -6.15499 -1.29454 1.82553  0.1033
H -5.36315 1.04212 2.00160  0.1060
H -3.06763 1.62375 1.35862  0.0773
H 1.54194 1.50294 -0.00788  0.0822
H 1.95831 3.75099 -0.88774  0.1121
H 0.08189 5.13425 -1.72804  0.1040
H -2.22532 4.23881 -1.66002  0.1030
H -2.65335 1.99253 -0.77364  0.0924
H 1.30184 2.47326 2.77462  0.1136
H 1.07288 4.90085 2.43948  0.1057
H -1.13627 5.98650 2.68245  0.1008
H -3.11937 4.62888 3.26743  0.1005
H -2.88973 2.18170 3.57191  0.0902
H -0.43103 1.13502 6.13275  0.0996
H 1.39827 1.13541 7.77581  0.0998
H 3.63277 0.26797 7.14835  0.0997
H 4.01183 -0.59156 4.85204  0.0973
H 2.21942 -0.58756 3.21864  0.0634

=====

*Q*
# C45H47N4P2SiY

A molecular structure, C45H47N4P2SiY (wB97M-V/def2-TZVPD, OMol25).

LUMO energy: -0.02 eV
total charge: 0
HOMO energy: -5.5 eV

Each line ends with the Löwdin charge.
Element x y z (Å)
Y -1.73400 -0.29163 -0.24269  1.2592
N -2.99544 -3.03843 2.28764  0.1386
C -2.41494 -1.97144 2.95245  -0.3027
C -2.33355 -2.07482 4.35388  -0.0123
C -1.83065 -1.01802 5.06603  -0.0558
C -1.41613 0.13120 4.39224  -0.0549
C -1.52608 0.13267 3.02426  -0.1437
N -2.00434 -0.89624 2.30066  0.0742
C -3.23518 -3.33880 0.94716  -0.3080
C -4.08385 -4.42831 0.71509  -0.0136
C -4.32626 -4.82033 -0.57993  -0.0529
C -3.70953 -4.14115 -1.62410  -0.0470
C -2.88698 -3.08355 -1.31191  -0.1284
N -2.66330 -2.66199 -0.04391  0.0501
H -3.38301 -3.72562 2.91396  0.1326
H -2.67322 -2.97390 4.85003  0.1158
H -1.76830 -1.08036 6.14462  0.1140
H -1.03092 0.99561 4.91088  0.1091
H -1.27051 1.02296 2.46155  0.0933
H -4.54951 -4.93801 1.54839  0.1136
H -4.99024 -5.65282 -0.77384  0.1134
H -3.85633 -4.41835 -2.65702  0.1103
H -2.35644 -2.50250 -2.06521  0.0721
C -5.69935 -0.40581 0.33232  -0.1835
Si -4.91620 0.97607 -0.68500  0.3290
C -4.66121 0.31170 -2.41725  -0.1801
C -6.17325 2.35959 -0.81763  -0.1955
C -3.32460 1.44156 0.09694  -0.4008
H -6.70070 -0.64140 -0.03525  0.0272
H -5.78439 -0.12468 1.38501  0.0259
H -5.11359 -1.32832 0.28053  -0.0026
H -5.62284 0.05593 -2.87058  0.0320
H -4.02944 -0.58121 -2.45103  0.0035
H -4.16723 1.04841 -3.05547  0.0331
H -7.11126 2.00249 -1.24932  0.0230
H -5.79036 3.15512 -1.46018  0.0264
H -6.39154 2.79758 0.15834  0.0227
H -3.51840 1.62448 1.16502  -0.0254
H -2.97571 2.38763 -0.34191  -0.0192
N -1.13935 -0.59096 -2.13473  -0.2477
C -1.22768 0.19763 -3.25188  -0.4651
C -1.24023 1.61079 -3.18494  -0.0944
C -1.41328 2.41158 -4.30170  -0.1222
C -1.57339 1.85542 -5.56535  -0.1392
C -1.55096 0.46730 -5.67189  -0.1266
C -1.37736 -0.33113 -4.55528  -0.0728
H -1.13901 2.08796 -2.21452  0.0727
H -1.43170 3.48972 -4.17835  0.0929
H -1.71002 2.48007 -6.43740  0.0822
H -1.66876 0.00057 -6.64322  0.0891
H -1.35849 -1.41142 -4.65559  0.0876
C 3.56222 -0.73094 -0.77191  -0.5451
P 1.70099 -0.79021 -1.04118  1.0513
C 1.13393 -1.52662 0.57512  -0.4074
C 0.52991 -2.78279 0.47086  -0.1302
C 0.27953 -3.55889 1.59734  -0.0895
C 0.62373 -3.07967 2.84987  -0.0887
C 1.20911 -1.82547 2.97711  -0.0776
C 1.46332 -1.05875 1.85223  -0.1423
C 1.31304 0.99169 -0.82705  -0.3999
C 1.74519 1.85187 -1.84086  -0.1186
C 1.44473 3.20170 -1.80862  -0.0823
C 0.66113 3.72654 -0.78653  -0.0869
C 0.18428 2.88647 0.20285  -0.0810
C 0.52249 1.53430 0.18582  -0.1749
P 4.44450 -0.50721 0.82040  1.0250
C 4.00800 1.21667 1.27135  -0.4099
C 4.02643 2.27526 0.36313  -0.0901
C 3.69168 3.55748 0.76228  -0.0791
C 3.34828 3.80617 2.08684  -0.0825
C 3.34567 2.76896 3.00649  -0.0838
C 3.67563 1.48189 2.59632  -0.1353
C 6.16467 -0.23983 0.21719  -0.3812
C 7.04102 0.51874 0.99567  -0.1050
C 8.36477 0.68397 0.62627  -0.0880
C 8.84908 0.08576 -0.53035  -0.0959
C 7.99367 -0.67456 -1.31002  -0.0892
C 6.66338 -0.83453 -0.93973  -0.1028
H 3.91533 -0.00575 -1.51534  0.0375
H 3.88813 -1.70940 -1.14114  0.0273
H 0.27046 -3.15324 -0.51531  0.0966
H -0.17352 -4.53644 1.48956  0.1073
H 0.44381 -3.68262 3.73100  0.1072
H 1.48443 -1.45177 3.95511  0.1098
H 1.93977 -0.09602 1.96738  0.0601
H 2.30678 1.45363 -2.67853  0.1149
H 1.78959 3.84307 -2.60873  0.1136
H 0.40836 4.77799 -0.77608  0.1083
H -0.43732 3.27588 0.99938  0.1107
H 0.21407 0.91818 1.02250  0.0425
H 4.29932 2.09146 -0.66883  0.1081
H 3.69484 4.36511 0.04242  0.1072
H 3.08892 4.80939 2.39839  0.1028
H 3.08986 2.95958 4.04052  0.0993
H 3.67500 0.66774 3.31319  0.0961
H 6.67982 0.99871 1.89884  0.1015
H 9.02187 1.28341 1.24282  0.1014
H 9.88278 0.21550 -0.82096  0.0994
H 8.35571 -1.14456 -2.21514  0.1016
H 6.02068 -1.43075 -1.57185  0.0884

=====

Which structure is the least stable? The one labeled *Q*.